{"formula": "C6H10N2OS", "method": "ωB97M-V/def2-TZVPD", "elements": ["C", "C", "C", "C", "C", "C", "N", "N", "O", "S", "H", "H", "H", "H", "H", "H", "H", "H", "H", "H"], "positions_angstrom": [[-0.72299, 2.47132, 0.11874], [-2.31925, -0.22317, -0.80893], [-1.31246, -1.23490, -0.30339], [-1.39765, 0.11337, 0.30932], [2.48703, -1.32520, 0.62691], [-0.30192, 1.06702, -0.09792], [-0.89144, 3.60942, 0.22247], [0.93072, 0.79603, 0.71037], [2.04522, 0.22010, -1.47510], [2.45857, 0.40102, -0.11702], [-2.02981, 0.28946, -1.75613], [-3.34906, -0.60594, -0.61086], [-2.03693, -2.10501, 0.08676], [-0.44273, -1.52698, -0.86514], [-2.00477, 0.25820, 1.29204], [3.33159, -1.94554, 0.10815], [1.42106, -1.55435, 0.45499], [2.84358, -1.15370, 1.63000], [0.13622, 1.08983, -1.15355], [1.15504, 1.35901, 1.62830]], "atomic_forces_ev_per_a": [[0.3, 0.9, -0.1], [0.1, -0.1, -1.8], [-2.6, -2.4, 0.8], [-2.1, 0.0, 1.3], [1.6, 0.7, -1.9], [1.9, 1.0, 1.0], [-0.1, -0.9, 0.1], [1.5, 1.2, 2.2], [-0.4, -0.3, -2.8], [-0.8, -0.5, 3.1], [-1.0, -0.5, 0.7], [0.9, 1.2, -0.5], [2.6, 1.7, -0.3], [0.1, 0.0, -0.2], [2.0, 0.0, -1.5], [-1.9, 1.0, 0.6], [0.8, -0.7, 0.5], [-0.5, -0.2, 0.6], [-1.3, -0.9, 0.9], [-1.1, -1.2, -2.7]], "nbo_charge": [0.2726, -0.4157, -0.4294, -0.2530, -0.8154, -0.1854, -0.3122, -0.8689, -0.9777, 1.4227, 0.2166, 0.2275, 0.2267, 0.2274, 0.2460, 0.2354, 0.2504, 0.2204, 0.3024, 0.4097], "lumo_ev": 0.57, "e_above_lowest_kcal_mol": 104.8, "max_force_ha_per_bohr": 0.07004, "e_tot_ha": -817.42479, "orbital_gap_ha": 0.359, "homo_energy_ev": -9.205}